(1)
Density functional theory data (ωB97M-V/def2-TZVPD) for a structure of composition C10H18AsIrN4O2PS6.

Properties
- frontier orbital gap (alpha / beta) (eV) = 6.06 / 5.65
- ΔE to the lowest compared entry with this formula, charge and spin (eV) = 2.207
- ⟨S²⟩ = 0.771
- charge = +2
- spin multiplicity = 2
- HOMO (alpha / beta) (eV) = -13.54 / -13.12
- max |F| (eV/A) = 2.52

```
43
Properties=species:S:1:pos:R:3:lowdin_spin:R:1
Ir -0.196 0.824 -0.713 0.0025
C 1.593 2.082 2.234 0.0000
C 0.118 2.089 2.330 0.0000
N -0.662 1.674 1.376 -0.0001
C -1.990 1.893 1.636 0.0000
C -2.221 2.448 2.862 0.0001
S -0.747 2.734 3.686 0.0000
C -2.932 1.613 0.572 0.0000
C -4.286 1.785 0.552 -0.0001
S -4.912 1.470 -1.011 -0.0001
C -3.319 1.125 -1.577 0.0005
N -2.414 1.226 -0.640 -0.0027
C -3.033 0.803 -2.994 0.0004
H 1.915 1.280 1.572 0.0000
H 2.063 2.000 3.210 0.0000
H 1.919 3.021 1.787 0.0000
H -3.159 2.715 3.301 0.0000
H -4.931 2.080 1.354 0.0000
H -3.949 0.765 -3.576 0.0000
H -2.524 -0.159 -3.079 -0.0001
H -2.380 1.567 -3.427 0.0017
S 0.796 2.472 -5.237 0.6140
As 1.354 1.636 -3.353 -0.0215
S 0.314 -0.277 -2.886 -0.0022
S 0.799 2.896 -1.623 -0.0002
S 3.449 1.259 -3.518 0.4042
N 1.570 -3.051 -2.083 -0.0001
C 2.556 -2.632 -1.074 0.0004
P 1.451 -2.108 0.352 0.0004
O 0.246 -2.965 0.244 0.0000
O 1.251 -0.618 0.468 0.0011
C 2.308 -2.557 1.969 0.0003
N 1.203 -2.277 2.907 0.0000
H 1.909 -3.739 -2.763 0.0000
H 1.210 -2.198 -2.585 -0.0001
H 0.762 -3.422 -1.523 0.0000
H 3.200 -1.835 -1.448 0.0016
H 3.171 -3.478 -0.769 0.0000
H 3.170 -1.935 2.197 0.0000
H 2.586 -3.606 2.013 0.0000
H 0.846 -1.338 2.659 0.0000
H 1.455 -2.318 3.902 0.0000
H 0.445 -2.945 2.696 0.0000
```



(2)
Density functional theory data (ωB97M-V/def2-TZVPD) for a cluster of 2 separate species, CH3ClFP in total.

Properties
- frontier orbital gap (alpha / beta) (eV) = 8.07 / 8.37
- ΔE to the lowest compared entry with this formula, charge and spin (eV) = 3.219
- HOMO (alpha / beta) (eV) = -8.98 / -8.34
- max |F| (eV/A) = 1.45

```
7
Properties=species:S:1:pos:R:3:mulliken_charge:R:1
C -1.618 0.129 -0.043 -0.9849
F 2.049 -1.416 0.570 -0.2422
P 1.814 -0.335 -0.642 0.3895
Cl 2.733 1.211 0.213 -0.1472
H -1.925 -0.287 -0.977 0.3227
H -1.477 1.183 0.050 0.3304
H -1.576 -0.485 0.830 0.3317
```



(3)
Density functional theory data (ωB97M-V/def2-TZVPD) for a cluster of 6 separate species, C2H14O4S in total.

Properties
- frontier orbital gap (alpha / beta) (eV) = 7.02 / 7.39
- ΔE to the lowest compared entry with this formula, charge and spin (eV) = 0.392
- ⟨S²⟩ = 0.758
- charge = -1
- spin multiplicity = 2
- HOMO (alpha / beta) (eV) = -3.53 / -4.17
- max |F| (eV/A) = 3.38

```
21
Properties=species:S:1:pos:R:3:lowdin_spin:R:1
C 1.228 -1.268 -1.683 0.0056
C 0.459 -1.007 -0.421 0.0214
S 1.137 0.282 0.718 0.3183
H 0.820 -1.917 -2.423 -0.0002
H 2.180 -1.668 -1.363 0.0013
H 1.466 -0.328 -2.205 0.0066
H -0.562 -0.742 -0.786 0.0052
H 0.271 -1.889 0.178 0.0044
H 0.311 1.732 -0.992 0.5205
H -3.645 -0.980 0.067 0.0001
H -2.518 -0.061 0.529 0.0002
O -2.908 -0.927 0.696 0.0010
H 2.331 1.743 -0.958 0.0190
H 3.745 2.039 -0.651 0.0006
O 3.144 2.169 -1.410 0.0117
H -0.744 1.426 0.268 0.0440
H -1.451 1.191 1.729 0.0019
O -1.677 1.530 0.731 0.0236
H -1.966 -0.723 2.593 0.0006
H -0.365 -0.445 2.437 0.0088
O -1.255 -0.158 2.948 0.0054
```



(4)
Density functional theory data (ωB97M-V/def2-TZVPD) for a structure of composition C29H50BrCuN3O9P3S.

Properties
- frontier orbital gap (alpha / beta) (eV) = 7.52 / 7.22
- ΔE to the lowest compared entry with this formula, charge and spin (eV) = 0.943
- ⟨S²⟩ = 0.755
- charge = -1
- spin multiplicity = 2
- HOMO (alpha / beta) (eV) = -5.12 / -5.12
- max |F| (eV/A) = 1.51

```
97
Properties=species:S:1:pos:R:3:lowdin_spin:R:1
Cu -0.876 -0.873 -0.048 0.6855
O -2.845 -3.610 -1.454 0.0000
P -3.356 -2.689 -0.234 0.0044
O -4.571 -3.278 0.356 0.0044
O -2.172 -2.349 0.661 0.0509
O -3.794 -1.254 -0.983 -0.0014
P -2.793 -0.434 -1.929 0.0044
O -3.227 -0.867 -3.432 0.0026
O -2.893 1.029 -1.784 -0.0002
O -1.431 -1.139 -1.780 0.0436
H -2.127 -3.152 -1.925 -0.0001
H -3.859 -0.209 -3.762 0.0004
C -5.742 -0.481 1.472 0.0000
N -4.838 -0.850 2.555 0.0002
C -5.053 -2.229 3.015 0.0000
C -3.631 -0.229 2.725 0.0002
S -2.938 0.765 1.552 0.0007
N -3.015 -0.460 3.927 0.0000
C -3.785 -0.602 5.161 0.0000
C -1.665 0.045 4.158 0.0002
H -6.757 -0.411 1.875 0.0000
H -5.719 -1.235 0.682 0.0000
H -5.444 0.471 1.051 0.0000
H -5.151 -2.871 2.138 0.0000
H -5.955 -2.304 3.632 0.0000
H -4.196 -2.581 3.581 0.0000
H -4.850 -0.573 4.961 0.0000
H -3.546 0.231 5.829 0.0000
H -3.548 -1.534 5.680 0.0000
H -1.009 -0.240 3.342 0.0001
H -1.299 -0.388 5.090 0.0000
H -1.660 1.138 4.229 0.0000
Br -0.525 -4.949 5.320 0.0000
C 0.737 -3.909 4.363 0.0000
C 2.037 -3.815 4.836 0.0004
N 2.975 -3.109 4.202 0.0000
C 2.623 -2.468 3.084 0.0006
C 1.341 -2.490 2.568 0.0021
C 0.367 -3.243 3.213 0.0005
C 0.926 -1.732 1.332 0.0025
O 1.391 -2.059 0.231 0.0073
O 0.046 -0.803 1.553 0.0561
H 2.331 -4.319 5.749 0.0000
H 3.406 -1.906 2.583 0.0000
H -0.641 -3.290 2.809 0.0000
C 5.460 1.141 -0.240 0.0004
C 5.046 -0.281 -0.616 0.0001
C 3.674 -0.293 -1.326 0.0004
C 2.784 0.886 -0.871 0.0208
C 3.064 1.129 0.619 0.0009
C 4.461 1.750 0.767 0.0001
P 1.003 0.582 -1.236 0.0857
C 0.927 0.183 -3.042 0.0093
C 1.168 -1.319 -3.309 0.0007
C 0.507 -1.692 -4.644 0.0001
C 0.697 -0.571 -5.693 0.0000
C 1.935 0.267 -5.371 0.0008
C 1.753 1.023 -4.039 0.0034
C 0.225 2.270 -1.191 0.0053
C -0.154 2.685 0.245 -0.0005
C -0.842 4.047 0.195 -0.0001
C 0.166 5.141 -0.230 0.0000
C 1.366 4.552 -0.990 0.0003
C 0.935 3.436 -1.942 0.0027
H 5.495 1.747 -1.152 0.0002
H 6.466 1.152 0.182 0.0000
H 5.009 -0.891 0.292 0.0000
H 5.795 -0.729 -1.269 0.0000
H 3.162 -1.231 -1.105 0.0000
H 3.828 -0.240 -2.406 0.0000
H 3.063 1.795 -1.417 0.0035
H 3.012 0.171 1.145 0.0000
H 2.323 1.779 1.078 0.0001
H 4.823 1.601 1.788 0.0000
H 4.394 2.829 0.604 0.0000
H -0.132 0.356 -3.247 0.0001
H 0.755 -1.916 -2.500 -0.0002
H 2.241 -1.527 -3.347 0.0000
H -0.560 -1.856 -4.473 0.0001
H 0.932 -2.628 -5.016 0.0000
H -0.180 0.084 -5.704 0.0000
H 0.782 -1.001 -6.693 0.0000
H 2.131 0.984 -6.173 0.0002
H 2.807 -0.393 -5.315 0.0000
H 1.232 1.961 -4.237 0.0000
H 2.738 1.275 -3.633 0.0002
H -0.730 2.058 -1.678 -0.0003
H 0.713 2.746 0.907 0.0001
H -0.819 1.937 0.669 -0.0008
H -1.278 4.291 1.166 0.0000
H -1.666 3.975 -0.522 0.0000
H 0.537 5.671 0.652 0.0000
H -0.335 5.883 -0.860 0.0000
H 2.096 4.152 -0.275 0.0000
H 1.872 5.340 -1.550 0.0001
H 1.805 3.086 -2.497 0.0004
H 0.242 3.861 -2.679 0.0002
```



(5)
Density functional theory data (ωB97M-V/def2-TZVPD) for a cluster of 14 separate species, C5H39N2O13 in total.

Properties
- frontier orbital gap (eV) = 8.14
- ΔE to the lowest compared entry with this formula, charge and spin (eV) = 5.744
- charge = +1
- HOMO (eV) = -10.49
- max |F| (eV/A) = 8.75

```
59
Properties=species:S:1:pos:R:3:mulliken_charge:R:1
C 3.235 0.796 1.088 -1.2593
C 2.021 0.068 1.532 0.2173
C 1.298 -0.129 0.166 0.0645
C -0.209 -0.476 0.261 -1.3460
C -0.701 -1.674 0.023 0.7296
N -1.933 -2.264 -0.024 -0.3287
N -1.141 0.625 0.377 0.8541
H 3.639 1.420 1.885 0.3800
H 3.017 1.503 0.250 0.2906
H 4.198 0.289 0.744 0.2081
H 2.255 -0.879 1.988 0.3331
H 1.403 0.643 2.344 0.1426
H 1.778 -0.855 -0.443 0.0096
H 1.284 0.818 -0.349 -0.2513
H 0.004 -2.571 -0.071 0.2816
H -1.995 -3.328 -0.376 0.2776
H -2.800 -1.731 -0.248 0.0400
H -1.720 0.569 1.246 0.4226
H -0.594 1.518 0.287 0.0961
H -1.816 0.675 -0.497 0.3850
H 4.175 -0.145 -1.560 0.2279
H 4.136 -0.517 -2.972 0.3118
O 3.626 -0.727 -2.114 -0.5545
H 0.166 2.757 -1.549 0.3886
H 0.197 4.100 -0.941 0.3658
O 0.309 3.190 -0.651 -0.7730
H -4.689 0.519 1.544 0.2240
H -3.413 1.513 1.553 0.3733
O -3.868 0.626 1.199 -0.6028
H 2.938 -3.991 0.600 0.2497
H 1.795 -4.841 0.737 0.2645
O 2.029 -3.914 0.782 -0.4994
H 2.336 -2.409 -2.147 0.2775
H 1.282 -3.081 -3.215 0.2317
O 1.455 -2.692 -2.468 -0.5630
H -3.793 1.957 -2.180 0.2825
H -4.097 1.230 -0.695 0.3471
O -3.551 1.277 -1.495 -0.7390
H 1.389 1.388 -3.695 0.3497
H 1.707 1.986 -2.363 0.2486
O 1.029 1.943 -2.973 -0.7142
H 1.487 -2.556 4.572 0.2436
H 1.109 -3.364 3.200 0.3194
O 1.116 -2.443 3.729 -0.5856
H -0.777 4.194 0.630 0.3005
H -0.235 4.549 1.973 0.3552
O -1.064 4.281 1.522 -0.6784
H -3.989 -0.590 -1.063 0.2647
H -5.298 -1.247 -1.536 0.3157
O -4.526 -1.333 -1.020 -0.6757
H -1.410 2.672 1.914 0.3488
H -2.273 2.219 3.225 0.2800
O -1.884 1.976 2.393 -0.7067
H -0.587 0.001 2.792 0.2864
H -0.549 -1.545 2.912 0.3396
O -1.165 -0.740 3.081 -0.6669
H 0.755 -0.503 -5.304 0.3376
H 1.448 -0.694 -3.947 0.3719
O 1.460 -0.066 -4.652 -0.6942
```



(6)
Density functional theory data (ωB97M-V/def2-TZVPD) for a structure of composition C3H5NS.

Properties
- frontier orbital gap (eV) = 8.29
- ΔE to the lowest compared entry with this formula, charge and spin (eV) = 3.222
- HOMO (eV) = -7.66
- max |F| (eV/A) = 7.15

```
10
Properties=species:S:1:pos:R:3:mulliken_charge:R:1
C 0.497 -1.107 -0.006 -0.4933
C -0.111 0.334 0.384 0.1178
C -1.441 0.851 -0.096 -0.7041
N 1.792 -0.643 -0.143 -0.1698
S 1.473 0.998 0.031 -0.0787
H 0.307 -2.093 0.237 0.3604
H -1.776 -0.150 -0.534 0.2058
H -2.047 1.196 0.773 0.2389
H -1.244 1.641 -0.875 0.2657
H 2.550 -1.027 0.228 0.2573
```



Q: max |F| of number 5 (C5H39N2O13)?
A: 8.75 eV/A



Q: What is the formula in the first record?
A: C10H18AsIrN4O2PS6



Please write out number 3 again, unchanged.
Density functional theory data (ωB97M-V/def2-TZVPD) for a cluster of 6 separate species, C2H14O4S in total.

Properties
- frontier orbital gap (alpha / beta) (eV) = 7.02 / 7.39
- ΔE to the lowest compared entry with this formula, charge and spin (eV) = 0.392
- ⟨S²⟩ = 0.758
- charge = -1
- spin multiplicity = 2
- HOMO (alpha / beta) (eV) = -3.53 / -4.17
- max |F| (eV/A) = 3.38

```
21
Properties=species:S:1:pos:R:3:lowdin_spin:R:1
C 1.228 -1.268 -1.683 0.0056
C 0.459 -1.007 -0.421 0.0214
S 1.137 0.282 0.718 0.3183
H 0.820 -1.917 -2.423 -0.0002
H 2.180 -1.668 -1.363 0.0013
H 1.466 -0.328 -2.205 0.0066
H -0.562 -0.742 -0.786 0.0052
H 0.271 -1.889 0.178 0.0044
H 0.311 1.732 -0.992 0.5205
H -3.645 -0.980 0.067 0.0001
H -2.518 -0.061 0.529 0.0002
O -2.908 -0.927 0.696 0.0010
H 2.331 1.743 -0.958 0.0190
H 3.745 2.039 -0.651 0.0006
O 3.144 2.169 -1.410 0.0117
H -0.744 1.426 0.268 0.0440
H -1.451 1.191 1.729 0.0019
O -1.677 1.530 0.731 0.0236
H -1.966 -0.723 2.593 0.0006
H -0.365 -0.445 2.437 0.0088
O -1.255 -0.158 2.948 0.0054
```



Repeat the second record exactly.
Density functional theory data (ωB97M-V/def2-TZVPD) for a cluster of 2 separate species, CH3ClFP in total.

Properties
- frontier orbital gap (alpha / beta) (eV) = 8.07 / 8.37
- ΔE to the lowest compared entry with this formula, charge and spin (eV) = 3.219
- HOMO (alpha / beta) (eV) = -8.98 / -8.34
- max |F| (eV/A) = 1.45

```
7
Properties=species:S:1:pos:R:3:mulliken_charge:R:1
C -1.618 0.129 -0.043 -0.9849
F 2.049 -1.416 0.570 -0.2422
P 1.814 -0.335 -0.642 0.3895
Cl 2.733 1.211 0.213 -0.1472
H -1.925 -0.287 -0.977 0.3227
H -1.477 1.183 0.050 0.3304
H -1.576 -0.485 0.830 0.3317
```